Molecular formula: C47H71KN8O5P
Method: DFT, ωB97M-V/def2-TZVPD

The value obtained for the relative energy (zero: lowest compared OMol25 entry of this formula, charge and spin) is 26.67 kcal per mole. For the HOMO energy, the calculation gives -3.48 eV. The calculated total energy comes out at -3589.01913 hartree.

```
! RIJCOSX wB97M-V def2-TZVPD def2/J DEFGRID3
* xyz -1 1
K -0.279 1.061 0.723
P -0.154 3.926 -1.503
O 1.012 4.899 -0.918
O 0.217 3.168 1.559
O 2.186 3.787 2.151
O 0.609 3.456 -2.882
O -1.202 4.970 -2.204
N 3.479 1.659 -1.027
N 1.414 -1.554 1.768
N -0.643 -2.321 -1.601
N 2.520 0.797 -1.583
N -3.175 1.119 -0.689
N 1.848 2.393 0.363
N 3.988 3.470 0.329
N 1.420 3.173 1.421
C 0.960 -3.246 0.109
C -0.650 -4.869 -4.248
C 2.351 -0.286 5.654
C 1.095 -4.578 -0.308
C -2.912 -4.242 -0.612
C 0.770 -2.821 -3.993
C 4.636 -1.290 1.724
C 1.520 -2.811 1.363
C 2.326 -5.113 1.657
C -2.434 0.928 2.308
C -3.578 2.449 -1.079
C 0.930 -1.579 4.174
C 2.291 6.902 -0.805
C 0.194 -2.255 -0.629
C 0.149 3.259 -5.223
C -4.525 2.255 2.280
C 3.773 -0.087 2.116
C -4.301 -3.775 -1.063
C 0.480 -2.316 -5.407
C -1.641 -5.741 -3.825
C 3.088 2.524 -0.043
C -0.161 2.725 -3.844
C -2.465 -3.425 0.596
C -0.982 -3.510 -2.271
C -1.889 7.052 -1.200
C 2.212 -3.829 2.108
C -2.167 5.571 -1.324
C -4.171 2.920 3.450
C -4.023 0.650 0.416
C 3.160 0.051 4.579
C 1.772 -5.520 0.433
C 1.667 5.882 -1.725
C 4.674 1.126 2.339
C -1.583 -1.703 4.404
C -2.304 -5.469 -2.646
C -0.318 -3.756 -3.496
C -0.181 -3.749 4.803
C -2.137 1.638 3.487
C -3.665 1.307 1.734
C 1.752 -1.232 3.080
C -0.306 -2.444 4.011
C 2.878 -0.411 3.300
C -2.012 -4.366 -1.844
C -2.959 2.612 4.050
C 2.152 -3.474 -3.922
C 1.247 -1.093 5.435
C -3.231 0.229 -1.829
H 5.200 1.368 1.410
H 2.396 -3.776 -2.905
H 2.925 7.582 -1.375
H 4.018 0.689 4.747
H 5.293 -1.566 2.553
H -4.766 -4.480 -1.754
H -2.135 5.088 -0.343
H 1.865 -6.541 0.087
H 2.993 0.013 -2.013
H 4.026 -2.153 1.471
H 0.098 1.665 -3.761
H -1.504 -3.754 0.983
H 2.568 0.094 6.644
H -0.166 -3.547 5.876
H -1.773 -0.865 3.733
H -1.858 7.519 -2.185
H 0.650 -4.881 -1.243
H -2.673 7.532 -0.614
H -2.786 -0.735 -1.588
H -2.665 3.131 4.956
H -3.871 -0.427 0.508
H -1.211 1.415 4.016
H -0.126 -5.058 -5.178
H 1.964 1.311 -2.264
H 2.193 -4.363 -4.556
H -4.831 3.665 3.881
H -0.399 2.694 -5.977
H -1.227 2.821 -3.627
H -4.958 -3.649 -0.202
H 1.534 7.489 -0.288
H 4.227 1.986 -1.630
H -0.395 -2.690 2.952
H -5.085 0.822 0.150
H -3.202 -3.556 1.392
H 2.658 -3.548 3.053
H -2.658 0.657 -2.654
H -0.518 -1.883 -5.472
H 0.601 -1.344 6.269
H -4.265 0.070 -2.187
H -4.601 2.464 -1.503
H 4.957 3.204 0.236
H -0.138 4.307 -5.294
H 2.864 -5.834 2.265
H -1.897 -6.614 -4.410
H -3.567 3.102 -0.207
H 3.107 0.107 1.267
H 5.262 -1.052 0.860
H 5.444 0.916 3.084
H -5.471 2.487 1.798
H -1.037 -4.396 4.598
H 2.905 6.408 -0.052
H -4.231 -2.814 -1.570
H 4.117 2.002 2.674
H 1.206 -1.554 -5.699
H -1.530 -1.324 5.427
H -2.899 2.848 -1.833
H 2.423 5.380 -2.333
H -0.938 7.229 -0.701
H -2.438 -2.381 4.348
H 0.936 6.338 -2.399
H 0.375 -1.241 -0.283
H 2.925 -2.783 -4.266
H 0.723 -4.297 4.548
H 1.214 3.177 -5.438
H 3.761 3.913 1.215
H -2.401 -2.359 0.397
H 0.776 -1.955 -3.329
H -3.081 -6.146 -2.308
H -3.154 5.379 -1.748
H -3.011 -5.274 -0.255
H 0.542 -3.123 -6.140
*
```

Here are the Mulliken charges for atoms 1 to 4, given in e: atom 1 (K): 0.646, atom 2 (P): 1.037, atom 3 (O): -0.172, atom 4 (O): -0.704